# 1
Formula: C4H12N2O
Source: OMol25
Level of theory: ωB97M-V/def2-TZVPD

Summary:
Structure (SMILES) = C/C(N)=C/N.CO
Gap between HOMO and LUMO = 7.79 eV
Net charge = 0
Multiplicity = 1
E_HOMO = -7.0594 eV
Electronic energy = -9369.5258 eV

CARTESIAN COORDINATES (ANGSTROEM)
1 C -1.95 -0.70 1.29
2 C -0.48 -0.60 1.00
3 N 0.19 0.47 1.64
4 C 0.15 -1.50 0.24
5 N 1.54 -1.58 0.01
6 H -2.11 -0.64 2.36
7 H -2.35 -1.64 0.93
8 H -2.49 0.12 0.82
9 H -0.45 1.20 1.91
10 H 0.96 0.85 1.10
11 H -0.40 -2.32 -0.19
12 H 2.03 -0.75 0.31
13 H 1.77 -1.82 -0.94
14 C 0.54 1.23 -2.00
15 O 1.21 1.90 -0.95
16 H 1.19 0.41 -2.31
17 H 0.36 1.88 -2.85
18 H -0.41 0.81 -1.66
19 H 0.70 2.68 -0.72

=====

# 2
Formula: C4H12N2O
Source: OMol25
Level of theory: ωB97M-V/def2-TZVPD

Summary:
Gap between HOMO and LUMO = 6.69 eV
Net charge = 0
Multiplicity = 1
E_HOMO = -7.2445 eV
Electronic energy = -9366.5767 eV

CARTESIAN COORDINATES (ANGSTROEM)
1 C -1.02 -0.89 -2.10
2 C -1.01 0.26 -1.09
3 C 1.00 1.66 -0.86
4 N -0.08 1.35 -1.51
5 H -1.33 -0.59 -3.12
6 H -0.06 -1.41 -2.16
7 H -1.75 -1.60 -1.73
8 H -2.04 0.66 -0.96
9 H -0.62 -0.10 -0.11
10 H 1.56 2.61 -1.01
11 H 0.90 1.26 0.22
12 H -0.42 1.87 -2.31
13 N 0.78 -0.69 3.35
14 C 0.89 -0.70 1.85
15 O 0.19 0.29 1.23
16 H 0.06 -0.06 3.59
17 H 0.41 -1.60 3.61
18 H 1.96 -0.60 1.58
19 H 0.57 -1.72 1.52

=====

# 3
Formula: C4H12N2O2
Source: OMol25
Level of theory: ωB97M-V/def2-TZVPD

Summary:
Gap between HOMO and LUMO = 5.45 eV
Net charge = 0
Multiplicity = 1
E_HOMO = -8.0476 eV
Electronic energy = -11409.5278 eV

CARTESIAN COORDINATES (ANGSTROEM)
1 O -2.97 0.77 0.14
2 C -1.74 0.93 0.24
3 C -0.66 -0.09 0.10
4 C 0.13 -0.34 1.49
5 C 1.49 -0.38 0.99
6 N 2.01 0.76 0.30
7 N -1.08 -1.24 -0.63
8 H -1.44 1.86 0.88
9 H 0.21 0.63 -0.58
10 H -0.16 0.41 2.27
11 H -0.11 -1.39 1.95
12 H 2.26 -0.52 1.82
13 H 1.71 -1.18 0.20
14 H 1.97 0.44 -0.97
15 H 2.93 1.06 0.77
16 H -0.65 -2.17 -0.34
17 H -0.75 -1.09 -1.57
18 H 0.19 1.23 -1.41
19 H 2.15 0.14 -2.72
20 O 1.70 -0.36 -2.00

=====

# 4
Formula: C4H12N2O2
Source: OMol25
Level of theory: ωB97M-V/def2-TZVPD

Summary:
Structure (SMILES) = CN(C)CC(N)=O.O
Gap between HOMO and LUMO = 10.06 eV
Net charge = 0
Multiplicity = 1
E_HOMO = -9.2600 eV
Electronic energy = -11417.9411 eV

CARTESIAN COORDINATES (ANGSTROEM)
1 C -1.22 0.66 0.55
2 N -0.84 0.37 -0.85
3 C -1.05 1.55 -1.71
4 C 0.59 0.02 -0.91
5 C 0.82 -1.24 -0.09
6 N 0.43 -2.37 -0.71
7 O 1.35 -1.27 1.01
8 H -1.65 -0.22 0.98
9 H -0.40 0.99 1.20
10 H -1.97 1.45 0.52
11 H -2.12 1.69 -1.81
12 H -0.64 1.30 -2.67
13 H -0.60 2.47 -1.31
14 H 1.18 0.83 -0.51
15 H 0.89 -0.21 -1.94
16 H 0.48 -3.20 -0.15
17 H -0.26 -2.32 -1.45
18 O 1.65 0.20 3.44
19 H 2.04 -0.59 3.85
20 H 1.33 -0.13 2.59

=====

# 5
Formula: C4H12N2O2
Source: OMol25
Level of theory: ωB97M-V/def2-TZVPD

Summary:
Structure (SMILES) = NC[C@H](CO)NCO
Gap between HOMO and LUMO = 9.11 eV
Net charge = 0
Multiplicity = 1
E_HOMO = -8.4207 eV
Electronic energy = -11414.2015 eV

CARTESIAN COORDINATES (ANGSTROEM)
1 N -1.17 -2.31 -1.21
2 C -1.30 -0.84 -1.18
3 C -0.17 -0.19 -0.47
4 C -0.01 -1.17 0.85
5 O 0.95 -0.66 1.70
6 N -0.43 1.27 -0.50
7 C 0.87 1.96 -0.31
8 O 1.12 2.23 1.06
9 H -0.38 -2.56 -1.77
10 H -1.97 -2.83 -1.25
11 H -2.28 -0.75 -0.66
12 H -1.32 -0.45 -2.28
13 H 0.65 -0.58 -1.11
14 H 0.32 -2.10 0.42
15 H -0.90 -1.08 1.39
16 H 1.83 -1.28 1.46
17 H -1.40 1.58 -0.05
18 H 1.04 3.01 -0.83
19 H 1.86 1.48 -0.60
20 H 0.85 1.68 1.78

=====

# 6
Formula: C4H12N2O2
Source: OMol25
Level of theory: ωB97M-V/def2-TZVPD

Summary:
Structure (SMILES) = NCCCC(N)=O.O
Gap between HOMO and LUMO = 9.93 eV
Net charge = 0
Multiplicity = 1
E_HOMO = -9.3163 eV
Electronic energy = -11417.1271 eV

CARTESIAN COORDINATES (ANGSTROEM)
1 N -1.96 1.75 0.50
2 C -1.24 1.59 -0.83
3 C -1.63 0.28 -1.39
4 C -1.07 -1.00 -0.59
5 C 0.40 -0.98 -0.32
6 N 1.21 -1.16 -1.38
7 O 0.85 -0.80 0.79
8 H -1.45 1.16 1.09
9 H -3.01 1.38 0.39
10 H -0.16 1.78 -0.53
11 H -1.57 2.46 -1.42
12 H -1.15 0.21 -2.37
13 H -2.67 0.17 -1.64
14 H -1.38 -1.84 -1.10
15 H -1.74 -0.94 0.34
16 H 2.15 -0.91 -1.22
17 H 1.01 -1.59 -2.28
18 O 3.01 0.13 2.82
19 H 3.49 0.21 2.07
20 H 2.13 -0.13 2.77

=====

# 7
Formula: C4H12N2O2
Source: OMol25
Level of theory: ωB97M-V/def2-TZVPD

Summary:
Structure (SMILES) = C[C@H](CNN)C(O)O
Gap between HOMO and LUMO = 9.51 eV
Net charge = 0
Multiplicity = 1
E_HOMO = -8.7245 eV
Electronic energy = -11416.2754 eV

CARTESIAN COORDINATES (ANGSTROEM)
1 C 0.20 -0.52 -2.27
2 C 0.50 0.14 -0.94
3 C 0.51 -0.85 0.21
4 N 0.53 -0.08 1.47
5 N -0.06 -0.74 2.59
6 C -0.75 1.24 -0.59
7 O -0.41 2.20 0.35
8 O -2.01 0.67 -0.38
9 H 0.69 -1.47 -2.38
10 H -0.88 -0.69 -2.39
11 H 0.51 0.13 -3.09
12 H 1.44 0.69 -0.96
13 H -0.42 -1.44 0.24
14 H 1.35 -1.55 0.13
15 H 1.48 0.25 1.64
16 H 0.26 -1.70 2.70
17 H 0.19 -0.24 3.43
18 H -0.85 1.75 -1.56
19 H -0.27 1.79 1.21
20 H -2.00 0.40 0.57

=====

# 8
Formula: C4H12N2O2
Source: OMol25
Level of theory: ωB97M-V/def2-TZVPD

Summary:
Gap between HOMO and LUMO = 7.81 eV
Net charge = 0
Multiplicity = 1
E_HOMO = -7.2474 eV
Electronic energy = -11413.2985 eV

CARTESIAN COORDINATES (ANGSTROEM)
1 C 0.35 0.23 0.42
2 C 0.80 -0.24 -0.84
3 C -2.15 -0.91 0.65
4 C 2.70 0.08 -0.49
5 N -1.38 -0.36 -0.45
6 N -2.06 0.74 -0.98
7 O 0.67 -0.41 1.55
8 O 0.23 1.57 0.61
9 H 0.33 -1.31 1.65
10 H 0.69 1.82 1.42
11 H -1.98 1.57 -0.38
12 H -1.68 0.97 -1.89
13 H 0.81 -1.31 -1.00
14 H 0.64 0.42 -1.69
15 H -1.73 -1.88 0.93
16 H -2.16 -0.25 1.54
17 H -3.18 -1.07 0.34
18 H 2.89 1.11 -0.21
19 H 3.04 -0.62 0.27
20 H 3.15 -0.16 -1.46

=====

# 9
Formula: C4H12N2O2
Source: OMol25
Level of theory: ωB97M-V/def2-TZVPD

Summary:
Gap between HOMO and LUMO (spin up / spin down) = 10.18 / 5.11 eV
Net charge = +1
Multiplicity = 2
E_HOMO (spin up / spin down) = -13.5770 / -13.5184 eV
Electronic energy = -11408.5248 eV

CARTESIAN COORDINATES (ANGSTROEM)
1 C -0.90 1.01 -2.01
2 C -1.25 0.79 -0.55
3 N -0.44 0.18 0.42
4 C 0.89 -0.39 0.04
5 C 1.87 0.09 1.15
6 N 3.01 -0.88 1.13
7 O -2.23 1.36 -0.09
8 H -0.65 0.12 -2.59
9 H -1.85 1.34 -2.43
10 H -0.12 1.75 -2.04
11 H -0.95 -0.06 1.27
12 H 0.63 -1.45 0.19
13 H 1.12 -0.06 -0.97
14 H 2.33 1.08 1.04
15 H 1.36 -0.03 2.10
16 H 3.25 -1.10 2.08
17 H 3.76 -0.50 0.58
18 H -3.35 -1.74 -0.27
19 H -3.47 -0.32 0.49
20 O -3.01 -1.17 0.45

=====

# 10
Formula: C4H12N2O4
Source: OMol25
Level of theory: ωB97M-V/def2-TZVPD

Summary:
Structure (SMILES) = NC(=O)C[C@@H](N)C=O.O.O
Gap between HOMO and LUMO = 9.51 eV
Net charge = 0
Multiplicity = 1
E_HOMO = -9.2059 eV
Electronic energy = -15512.7512 eV

CARTESIAN COORDINATES (ANGSTROEM)
1 N 1.22 0.18 2.33
2 C -0.10 0.48 2.09
3 O -0.93 0.35 2.97
4 C -0.48 0.86 0.69
5 C 0.26 0.24 -0.51
6 N 0.70 -1.11 -0.30
7 C -0.80 0.24 -1.67
8 O -1.10 -0.78 -2.23
9 H 1.38 -0.16 3.26
10 H 1.70 -0.21 1.54
11 H -0.40 1.95 0.63
12 H -1.55 0.70 0.62
13 H 1.01 0.91 -0.92
14 H 1.53 -1.36 -0.80
15 H -0.06 -1.77 -0.36
16 H -1.40 1.14 -1.90
17 O 2.40 0.23 -2.75
18 H 2.29 0.16 -3.70
19 H 3.29 0.55 -2.57
20 O -3.09 -0.87 0.84
21 H -3.60 -0.51 1.57
22 H -2.26 -1.21 1.18

=====

# 11
Formula: C4H12N2OSi
Source: OMol25
Level of theory: ωB97M-V/def2-TZVPD

Summary:
Gap between HOMO and LUMO (spin up / spin down) = 7.72 / 9.13 eV
Net charge = 0
Multiplicity = 1
E_HOMO (spin up / spin down) = -8.6504 / -9.6156 eV
Electronic energy = -17242.0177 eV

CARTESIAN COORDINATES (ANGSTROEM)
1 C 1.32 -1.11 0.34
2 C -1.84 -0.67 -0.26
3 C -0.25 0.77 1.96
4 C -0.29 1.31 -1.30
5 N 1.19 -1.79 -2.80
6 N 0.88 -0.66 -3.04
7 O 2.06 -2.62 -2.93
8 Si -0.13 0.17 0.09
9 H 0.74 -1.82 0.88
10 H 1.83 -1.65 -0.53
11 H 2.12 -0.65 0.93
12 H -2.44 0.22 -0.38
13 H -1.89 -1.35 -1.08
14 H -2.03 -1.34 0.70
15 H 0.74 0.93 2.29
16 H -0.99 1.53 1.97
17 H -0.68 0.00 2.65
18 H -1.08 1.05 -1.99
19 H 0.01 2.35 -1.20
20 H 1.41 -0.09 -3.60

=====

# 12
Formula: C4H12N2S
Source: OMol25
Level of theory: ωB97M-V/def2-TZVPD

Summary:
Gap between HOMO and LUMO = 9.26 eV
Net charge = 0
Multiplicity = 1
E_HOMO = -8.5022 eV
Electronic energy = -18154.3736 eV

CARTESIAN COORDINATES (ANGSTROEM)
1 C -3.46 3.36 -0.03
2 C 2.98 -2.14 -0.01
3 C -2.50 2.65 -0.56
4 C 1.77 -1.87 0.88
5 N 1.34 0.47 -0.53
6 N -0.57 -1.53 -0.35
7 S 0.57 -0.47 0.44
8 H -3.39 4.39 0.28
9 H -0.92 -1.90 0.46
10 H -4.50 3.16 -0.17
11 H 3.51 -1.26 -0.20
12 H 3.66 -2.94 0.42
13 H 2.61 -2.62 -0.91
14 H -2.46 1.66 -0.98
15 H -1.44 2.91 -0.29
16 H 2.06 -1.83 1.90
17 H 1.00 -2.67 0.91
18 H 0.91 1.42 -0.52
19 H -1.15 -0.80 -0.75

=====

Result set for molar mass: 104.15; 104.15; 120.15; 120.15; 120.15; 120.15; 120.15; 120.15; 120.15; 152.15; 132.24; 120.22 g/mol, one per record in the order listed.
Result set for ΔE to the lowest compared entry with this formula, charge and spin: 1.668; 4.617; 9.689; 1.276; 5.015; 2.090; 2.941; 5.918; 2.086; 1.343; 7.791; 3.645 eV, one per record in the order listed.